*one*
Here is C3H4N2 in the gas phase from the OMol25 dataset. Energies are from wB97M-V/def2-TZVPD.

Structure (XYZ):
```
9
Properties=species:S:1:pos:R:3:lowdin_charge:R:1
N -1.5891 -0.4290 0.0384 0.01
N -0.6803 -1.4337 -0.0203 -0.02
C 0.5838 0.5102 0.0076 -0.11
C -0.9602 0.6959 -0.0933 -0.11
C 0.5021 -1.0191 0.0353 -0.18
H 1.1575 0.7792 -0.8781 0.10
H -1.5047 1.5134 0.0832 0.05
H 1.4210 -1.6431 -0.0913 0.12
H 1.0700 1.0262 0.9185 0.14
```

For the HOMO energy, the calculation gives -9.912 eV. The HOMO-LUMO gap comes out at 10.399 eV. The structure (SMILES) is C1=NN=CC1. As for the molar mass: 68.08 g mol⁻¹.

=====

*two*
Here is C3H4N2 in the gas phase from the OMol25 dataset. Energies are from wB97M-V/def2-TZVPD.

Structure (XYZ):
```
9
Properties=species:S:1:pos:R:3:lowdin_charge:R:1
N 2.7076 0.2995 -0.5388 0.14
N -0.6495 0.1489 1.0568 0.03
C -1.0172 -0.3739 -0.2578 -0.13
C 0.2401 0.3755 -0.0704 -0.34
C 1.6297 0.0047 -0.2356 -0.16
H -1.0418 -1.4478 -0.4159 0.11
H 0.2349 1.3973 -0.4231 0.14
H -0.3190 -0.6005 1.6593 0.10
H -1.7848 0.1964 -0.7745 0.10
```

For the HOMO energy, the calculation gives -10.249 eV. The HOMO-LUMO gap comes out at 10.862 eV. The structure (SMILES) is N#C[C@H]1CN1. As for the molar mass: 68.08 g mol⁻¹.

=====

What is the most stable structure shown above? It is *two*.